83
Properties=species:S:1:pos:R:3:forces:R:3 method="wB97M-V/def2-TZVPD" spin_multiplicity=6 e_homo_ev="-18.31 / -18.79" total_charge=+4 e_above_lowest_kcal_mol=26.1
Ir -2.342402 -0.227491 0.253029 -0.7 0.0 0.2
C -5.224551 -0.103835 1.555084 0.0 0.1 0.0
C -5.391204 0.275198 0.089452 0.0 -0.1 0.0
N -4.174010 0.901591 -0.489578 0.1 0.0 0.0
C -3.911727 2.319273 -0.156833 0.1 0.1 0.1
C -3.380476 2.489299 1.259092 0.0 -0.1 0.0
N -2.407057 1.404721 1.666132 0.3 0.2 0.0
C -2.670145 0.897458 3.060183 0.0 0.0 -0.1
C -3.286543 -0.512317 3.076154 0.1 0.1 0.0
N -3.945346 -0.827475 1.792382 0.0 -0.1 0.0
H -5.250639 0.769797 2.202448 0.0 0.0 0.0
H -6.069870 -0.724674 1.854408 0.0 0.0 0.0
H -5.588109 -0.621234 -0.500200 0.0 0.0 0.0
H -6.255008 0.935419 -0.020969 0.0 0.0 0.0
H -4.254369 0.841368 -1.499604 0.0 -0.1 0.0
H -3.180267 2.676454 -0.882559 0.0 0.0 0.0
H -4.811971 2.928412 -0.272530 0.0 0.0 0.0
H -2.895512 3.460870 1.346963 0.0 0.0 0.0
H -4.195601 2.490836 1.976145 0.0 0.0 0.0
H -1.486360 1.831867 1.680003 -0.1 0.0 0.1
H -1.727915 0.873299 3.604992 0.0 0.0 0.0
H -3.307887 1.614457 3.573790 0.0 0.0 0.0
H -2.506797 -1.260437 3.217727 0.0 0.0 0.0
H -3.979302 -0.599923 3.916081 0.0 0.0 0.0
H -4.119105 -1.827376 1.760353 0.0 0.0 -0.1
C 1.529274 2.387516 -2.495922 0.0 0.0 0.0
N 2.071954 1.172463 -3.033492 0.0 -0.2 0.0
C 3.128860 1.277998 -4.024680 0.0 0.0 0.0
C 3.972010 0.023631 -4.058661 0.0 0.0 0.0
C 3.061973 -1.170370 -4.217105 0.0 0.0 0.0
N 2.007410 -1.169440 -3.187304 0.0 0.0 0.0
C 1.441107 -2.478108 -2.863467 0.0 0.0 0.0
C 1.525115 -0.094794 -2.557138 0.1 0.1 0.0
O 0.690261 -0.073975 -1.668221 0.1 0.1 -0.1
H 2.305679 2.864350 -1.881281 0.0 0.0 0.0
H 0.659791 2.167281 -1.890099 0.0 0.0 0.0
H 1.303611 3.068590 -3.321338 0.0 0.0 0.0
H 3.695277 2.184340 -3.804011 0.0 0.0 0.0
H 2.626797 1.447998 -4.991616 0.0 0.0 0.0
H 4.566002 -0.055793 -3.146122 0.0 0.0 0.0
H 4.662394 0.077909 -4.899125 0.0 0.0 0.0
H 3.611869 -2.103708 -4.110048 0.0 0.0 0.0
H 2.583909 -1.179543 -5.201492 0.0 0.0 0.0
H 2.154858 -3.048547 -2.267013 0.0 0.0 0.0
H 1.257515 -3.015444 -3.793093 0.0 0.0 0.0
H 0.517724 -2.350108 -2.308520 0.0 0.0 0.0
C -3.330272 -5.174750 -3.594025 0.0 -0.1 0.0
C -2.984578 -4.019191 -2.718444 0.0 0.1 0.1
C -2.871628 -2.716323 -3.214743 0.0 -0.2 0.0
C -2.582988 -1.674387 -2.365499 0.1 0.0 0.3
N -2.399695 -1.844411 -1.038053 0.0 -0.3 -0.2
C -2.470923 -3.107577 -0.554404 0.1 0.3 -0.1
C -2.756371 -4.190689 -1.346940 0.0 0.0 -0.1
H -3.451925 -4.879468 -4.632845 0.0 0.0 0.0
H -4.259361 -5.635564 -3.251503 0.0 0.0 0.0
H -2.558782 -5.944460 -3.530538 0.0 0.0 0.0
H -3.021728 -2.515079 -4.267153 0.0 0.0 0.0
H -2.491175 -0.661298 -2.735180 0.0 0.0 0.0
H -2.280899 -3.228405 0.504361 0.0 0.0 0.0
H -2.806964 -5.174728 -0.899239 0.0 0.0 0.0
Te 2.109219 -0.121135 2.376629 0.3 0.1 0.1
C 3.354811 -0.094823 3.992477 0.0 -0.1 0.0
C 4.055828 1.067922 4.378957 0.0 0.0 0.0
C 4.851774 1.023738 5.498396 0.0 0.0 0.0
C 4.975413 -0.167664 6.224741 0.0 0.0 0.0
C 4.285927 -1.323255 5.841245 0.0 0.0 0.0
C 3.471488 -1.293764 4.735077 0.0 0.0 0.0
C 2.833791 1.609024 1.435416 0.0 0.0 0.0
C 4.123725 1.594418 0.908410 0.0 0.0 0.0
C 4.635231 2.752892 0.336716 0.0 0.0 0.0
C 3.869404 3.912926 0.301336 0.0 0.0 0.0
C 2.582193 3.919700 0.827548 0.0 0.0 0.0
C 2.057406 2.763553 1.390893 0.0 0.0 0.0
H 3.964965 1.983887 3.811002 0.0 0.0 0.0
H 5.383720 1.908165 5.821352 0.0 0.0 0.0
H 5.615777 -0.194575 7.097022 0.0 0.0 0.0
H 4.396849 -2.234383 6.412792 0.0 0.0 0.0
H 2.938240 -2.187089 4.432824 0.0 0.0 0.0
H 4.741768 0.706561 0.967949 0.0 0.0 0.0
H 5.646327 2.757709 -0.049487 0.0 0.0 0.0
H 4.286946 4.821979 -0.111988 0.0 0.0 0.0
H 2.003123 4.834011 0.830204 0.0 0.0 0.0
H 1.072153 2.788722 1.842270 0.0 0.0 0.0


85
Properties=species:S:1:pos:R:3:forces:R:3 method="wB97M-V/def2-TZVPD" spin_multiplicity=5 e_homo_ev="-13.76 / -13.65" total_charge=+2 e_above_lowest_kcal_mol=1.9
Pd 0.529250 -0.688077 -4.883923 1.1 -0.1 3.7
C -0.793331 -2.231242 0.206828 -0.2 -0.1 -0.5
C 0.500852 -2.489687 -0.333582 -0.3 0.2 0.4
C 0.752665 -1.096763 1.464091 -0.2 0.3 0.4
C -0.637623 -1.353568 1.305327 -0.2 0.5 0.4
C 1.453439 -1.820947 0.473062 0.4 -0.1 -0.1
C -2.097575 -2.658507 -0.361713 0.0 0.1 0.0
H -1.958307 -3.249428 -1.273258 -0.2 0.1 0.2
H -2.696250 -1.755764 -0.581302 0.2 -0.3 0.0
H -2.678926 -3.248844 0.358541 0.1 0.1 -0.1
C -1.693642 -0.663202 2.073341 -0.2 -0.5 -0.1
H -2.679284 -1.083001 1.850173 0.1 0.2 0.1
H -1.678744 0.398516 1.801368 0.0 0.0 0.0
H -1.504365 -0.722434 3.148006 0.0 0.0 0.1
C 1.282514 -0.099250 2.412526 0.6 -0.2 0.0
H 0.953340 -0.283739 3.439519 0.0 -0.1 0.0
H 0.886349 0.879546 2.130618 -0.1 0.1 0.1
H 2.377859 -0.064664 2.381274 -0.3 0.0 0.1
C 2.930304 -1.780580 0.270248 -0.2 0.1 -0.1
H 3.473512 -2.273508 1.085717 -0.2 0.1 -0.1
H 3.255244 -0.730544 0.260792 0.1 -0.3 0.0
H 3.208339 -2.274283 -0.662902 0.1 0.1 0.1
C 0.768167 -3.224931 -1.578253 0.1 0.0 -0.5
H 0.987720 -4.276879 -1.395118 0.1 -0.1 0.1
H 1.648433 -2.801554 -2.084505 -0.3 -0.2 0.0
H -0.112490 -3.201878 -2.235525 0.3 0.0 0.1
C -1.150754 0.096927 -5.861087 -1.5 -0.9 -0.8
C -0.988319 -1.294431 -6.051932 -1.8 0.8 -1.1
C -0.309669 -1.873283 -7.267667 0.5 -0.4 0.5
C 1.094526 -1.224824 -7.579968 -0.2 -1.0 -0.8
C 1.801265 -0.473242 -6.482207 0.9 1.2 -0.7
C 1.545640 0.819299 -5.949765 1.8 -0.2 -1.9
C 0.566420 1.791871 -6.537107 -0.4 0.2 0.6
C -0.797826 1.156383 -6.874611 0.3 0.1 0.2
H -0.954726 -1.824109 -8.159757 0.2 -0.1 0.4
H 1.044650 -0.665083 -8.522484 0.1 0.2 0.3
H -0.107078 -2.930799 -7.011730 -0.3 0.4 -0.5
H -0.806746 0.736000 -7.891121 -0.1 0.2 0.3
H -1.918003 0.390728 -5.142755 0.3 -0.1 0.2
H -1.647206 -1.934476 -5.438339 0.4 0.1 -0.3
H -1.554523 1.942568 -6.779919 0.1 -0.2 -0.4
H 0.440198 2.579896 -5.781573 -0.2 0.0 -0.3
H 2.430233 1.295771 -5.458830 -0.9 -0.6 0.0
H 0.985747 2.265669 -7.430285 0.1 0.0 0.1
H 1.735020 -2.099322 -7.792130 -0.2 0.5 -0.1
H 2.826520 -0.831158 -6.349539 -0.3 -0.1 0.5
P -2.078978 1.172650 -1.044320 -0.8 -0.9 1.6
C -3.277113 2.475100 -0.389445 0.7 0.6 -0.2
C -3.190903 0.609965 -2.419913 0.6 0.1 -0.3
P 1.319942 2.336104 -1.864824 -0.7 -2.2 1.5
C -0.760726 2.136272 -1.892580 0.3 1.1 -1.9
C 2.756915 1.139090 -2.296351 -0.6 0.4 -0.9
C 1.579588 2.293915 -0.101716 0.9 1.1 -0.5
H -2.894624 2.947764 0.530858 -0.1 -0.3 -0.5
H -4.262856 2.029150 -0.164502 0.6 -0.1 -0.2
H -3.408760 3.264564 -1.161490 0.0 -0.4 0.5
H -3.506631 1.443598 -3.052995 0.0 -0.1 -0.1
H -4.090826 0.125303 -2.014019 0.4 0.2 0.1
H -2.642004 -0.133883 -3.008902 -0.2 0.0 -0.1
H 1.817217 3.374229 0.001087 -0.3 -0.3 1.3
H 2.394120 1.644456 0.277013 -0.4 0.6 -0.4
H 0.566084 2.134180 0.409620 0.0 0.6 0.1
H -0.966696 3.186733 -1.604042 0.5 -0.3 -0.4
H -0.926532 2.010808 -2.980820 0.0 0.4 0.4
H 3.331352 0.836379 -1.411998 -0.5 0.2 -0.1
H 3.404219 1.802872 -2.887537 0.0 -0.2 0.0
H 2.559594 0.266926 -2.926447 -0.2 0.1 0.0
O -0.236593 4.749959 1.158638 -0.3 -1.5 0.2
C -0.539468 3.721669 1.781734 0.2 0.9 -0.3
O -0.668547 2.513334 1.310477 0.1 0.3 0.1
C -0.792804 3.825563 3.266105 -0.2 0.0 1.4
C -1.011803 5.067515 3.890673 0.0 -0.3 0.4
C -1.232711 5.129663 5.280969 0.3 -1.5 -1.1
C -1.218394 3.976596 6.074758 0.1 -0.3 -0.2
C -0.986718 2.741094 5.451470 0.1 1.4 -1.4
C -0.786915 2.669609 4.061896 -0.1 0.0 0.0
N -0.943749 1.508300 6.198122 0.0 -2.4 1.8
O -1.117440 1.540491 7.428862 0.3 0.1 -2.6
O -0.730203 0.441585 5.559947 -0.4 2.0 1.1
N -1.490390 6.414092 5.893299 -0.6 2.7 1.8
O -1.536337 7.423904 5.166612 0.2 -2.1 1.0
O -1.663798 6.453700 7.134894 0.4 -0.4 -2.7
H -1.018708 5.979003 3.304525 0.0 -0.1 0.1
H -1.379012 4.028361 7.142059 0.0 0.1 0.0
H -0.632311 1.694211 3.586638 -0.1 0.6 0.4